*one*
Computed, not measured: a single C5H13N molecule, with ωB97M-V/def2-TZVPD.

Atoms and positions in Å:
C -1.98915 0.12941 1.21395
C -0.87985 0.44859 0.22750
C -1.22179 0.09950 -1.13144
C 0.41555 -0.25580 0.76736
C 1.55732 -0.53605 -0.31462
N 2.60379 0.53376 -0.52845
H -2.96941 0.60633 0.88831
H -2.12214 -0.95606 1.14233
H -1.87944 0.46635 2.21428
H -0.63583 1.51727 0.13320
H -0.99618 -0.95688 -1.30348
H -2.12038 0.58934 -1.41625
H -0.50989 0.61122 -1.72641
H 0.96963 0.30785 1.55836
H 0.21310 -1.37938 0.98729
H 2.08015 -1.52627 0.16450
H 1.04976 -0.77573 -1.29159
H 2.94352 0.95307 -1.41925
H 3.49125 0.12347 -0.16557

Results
Frontier orbital gap, eV: 10.057
Net charge: 0
2S+1: 1

***

*two*
Computed, not measured: 3 unconnected molecules or ions with the total composition C5H13N, with ωB97M-V/def2-TZVPD.

Atoms and positions in Å:
C -0.74458 -0.12634 0.15786
C -1.00747 -0.83568 -1.16434
C -1.54730 1.16494 0.25705
H -1.00649 -0.80022 0.99149
H 0.35320 0.20531 1.66293
H -2.08903 -0.99343 -1.30605
H -0.62128 -0.23289 -2.00089
H -1.32070 1.83004 -0.59172
H -1.32733 1.71116 1.18853
H -2.62840 0.95592 0.22768
H -0.53907 -1.82874 -1.19837
C 1.84239 -1.04674 0.07678
C 1.01186 0.20524 0.18022
N 1.43906 1.28878 -0.35754
H 0.89920 2.14964 -0.27586
H 1.10425 0.41982 2.00317
H 1.32855 -1.91728 0.50643
H 2.78507 -0.89776 0.62123
H 2.06808 -1.25175 -0.97862

Results
Frontier orbital gap, eV: 9.649
Net charge: 0
2S+1: 1

***

Quick one: least stable of them? *two*

***

*one*
Computed, not measured: 2 unconnected molecules or ions with the total composition C5H13N, with ωB97M-V/def2-TZVPD.

Atoms and positions in Å:
C -1.76839 -0.48687 0.93779
C -1.99984 -0.46913 -0.37474
N -2.42669 0.62666 -1.08212
H -2.24435 0.24587 1.57956
H -1.39278 -1.40522 1.36822
H -1.81890 -1.37729 -0.93091
H -2.50444 1.50303 -0.59654
H -2.21277 0.70781 -2.06221
C 1.69098 0.89413 -0.80042
C 1.89760 0.41554 0.62875
C 2.18701 -1.08378 0.81879
H 0.81457 0.47856 -1.29193
H 1.58525 1.97862 -0.75765
H 2.57772 0.70305 -1.41189
H 2.77619 0.88992 1.06402
H 1.08487 0.80664 1.23403
H 2.15044 -1.59663 -0.13803
H 1.42900 -1.55724 1.44428
H 3.15424 -1.20968 1.29060

Results
Frontier orbital gap, eV: 9.225
Net charge: 0
2S+1: 1

***

*two*
Computed, not measured: a single C5H13N molecule, with ωB97M-V/def2-TZVPD.

Atoms and positions in Å:
C 1.13242 1.58110 0.29889
C 0.30624 0.31542 0.64066
C 1.23077 -0.88199 0.58516
C -0.89934 0.20497 -0.31104
C -1.84059 -0.92613 0.10279
N -0.52393 0.02360 -1.70246
H 0.49622 2.42389 0.01370
H 1.79503 1.40274 -0.55050
H 1.71635 1.87637 1.16125
H -0.07670 0.49394 1.65665
H 1.78378 -0.95133 -0.35809
H 1.97720 -0.83775 1.37562
H 0.75815 -1.85425 0.71844
H -1.48275 1.12297 -0.24000
H -2.43219 -0.57823 0.94025
H -2.48115 -1.21159 -0.73037
H -1.30598 -1.82266 0.40057
H -0.41471 -0.94464 -1.97074
H 0.26119 0.56356 -2.03079

Results
Frontier orbital gap, eV: 10.054
Net charge: 0
2S+1: 1

***

*three*
Computed, not measured: a single C5H13N molecule, with ωB97M-V/def2-TZVPD.

Atoms and positions in Å:
C 0.45414 1.50612 2.60499
C 0.93327 0.50890 1.54511
C -0.02741 0.41131 0.36114
N 0.34041 -0.64360 -0.54461
C -0.15025 -0.57114 -1.89841
C -1.47049 -1.33092 -2.10521
H 1.15308 2.31594 2.79574
H -0.48543 1.96093 2.29870
H 0.19086 0.98224 3.52488
H 1.14050 -0.48114 1.94323
H 1.88952 0.84265 1.12587
H -1.03232 0.24384 0.76935
H -0.08282 1.39709 -0.13151
H 1.26101 -1.02529 -0.39067
H 0.60199 -0.94474 -2.58324
H -0.25550 0.48660 -2.19554
H -1.95785 -0.94074 -2.99295
H -2.12206 -1.10026 -1.27270
H -1.28756 -2.38990 -2.21271

Results
Frontier orbital gap, eV: 9.586
Net charge: 0
2S+1: 1

***

Quick one: least stable of them? *one*

***

*one*
Computed, not measured: 4 unconnected molecules or ions with the total composition C4H16O3, with ωB97M-V/def2-TZVPD.

Atoms and positions in Å:
C -3.95506 -0.09037 1.32753
C -2.60500 -0.73590 1.35266
C -1.60986 -0.19426 0.30606
C -0.74497 0.92584 0.82028
H -4.37418 0.01250 0.31515
H -3.97513 0.95625 1.70887
H -4.67866 -0.54229 2.02421
H -2.70540 -1.82589 1.27147
H -2.10509 -0.69850 2.34357
H -2.12176 0.03676 -0.63918
H -0.96897 -1.05522 0.13084
H 0.16846 0.87509 0.20004
H -0.50266 0.85029 1.88072
H -1.29799 1.85611 0.64943
O 4.74702 0.55081 -3.80858
H 4.16979 -0.07259 -3.38575
H 4.49804 0.46937 -4.75044
O 0.46996 -4.01941 -2.85480
H 0.30763 -4.34978 -3.74424
H 1.42368 -3.88646 -2.91326
O 2.45381 3.65280 3.60561
H 1.76285 3.16242 4.07090
H 2.42821 3.25064 2.71893

Results
Frontier orbital gap, eV: 11.193
Net charge: 0
2S+1: 1

***

*two*
Computed, not measured: 4 unconnected molecules or ions with the total composition C4H16O3, with ωB97M-V/def2-TZVPD.

Atoms and positions in Å:
C -0.46535 0.52986 1.21117
C 0.61578 -0.28076 0.43317
C 0.36918 -0.57675 -1.00114
C 1.65726 -0.97889 -1.76794
H -0.48535 1.53067 0.77736
H -0.08944 0.71820 2.22356
H -1.43395 0.05705 1.30785
H 0.81583 -1.13036 1.09900
H 1.53549 0.22936 0.75095
H -0.34438 -1.40876 -1.01055
H -0.01839 0.17474 -1.70066
H 1.36572 -0.90621 -2.81223
H 2.05839 -1.91829 -1.40692
H 2.35566 -0.18744 -1.46644
O -4.52597 1.43153 -2.49955
H -4.46008 2.05282 -3.22554
H -4.22204 1.81570 -1.68176
O 4.89415 -3.13760 1.05399
H 4.59013 -2.56691 1.76846
H 4.63985 -2.67674 0.22701
O -2.76455 2.08601 2.59409
H -2.44663 2.90988 2.94432
H -3.64133 2.23290 2.18182

Results
Frontier orbital gap, eV: 11.245
Net charge: 0
2S+1: 1

***

*three*
Computed, not measured: 4 unconnected molecules or ions with the total composition C4H16O3, with ωB97M-V/def2-TZVPD.

Atoms and positions in Å:
C 0.38200 0.32547 -1.54719
C -0.17663 -0.30403 -0.28587
C -1.70974 -0.29699 -0.38237
C 0.40379 -1.70624 -0.10599
H 1.44189 0.50834 -1.69800
H 0.03255 -0.23670 -2.41983
H -0.05853 1.31275 -1.68607
H 0.00600 0.25800 0.61315
H -2.14631 -0.87607 0.43722
H -2.05830 -0.66617 -1.34688
H -2.09054 0.71184 -0.28491
H 1.48078 -1.55968 0.02694
H 0.08816 -2.22347 0.80627
H 0.25137 -2.39924 -0.93200
O 2.27374 -3.05864 -3.18895
H 1.34894 -3.16045 -3.42771
H 2.30046 -2.41282 -2.47714
O -1.55542 0.80316 4.00054
H -0.62571 0.56719 3.95367
H -1.86585 0.64256 4.89613
O 0.66359 4.18384 1.77067
H 1.36435 4.76955 2.11224
H 0.24942 4.81780 1.16607

Results
Frontier orbital gap, eV: 11.969
Net charge: 0
2S+1: 1

***

Quick one: least stable of them? *two*

***

*one*
Computed, not measured: a molecular structure, CHNO4, with ωB97M-V/def2-TZVPD.

Atoms and positions in Å:
C -0.95188 0.00076 0.00415
N -0.34894 -1.11219 -0.07032
O -0.33697 1.18384 0.14374
O 0.87581 -1.34010 -0.05876
O 1.06442 1.05434 -0.35014
O 1.72527 0.16044 0.31780
H -2.02771 0.05292 0.01353

Results
Frontier orbital gap (alpha / beta), eV: 8.973 / 9.180
Net charge: 0
2S+1: 1

***

*two*
Computed, not measured: a single CHNO4 molecule, with ωB97M-V/def2-TZVPD.

Atoms and positions in Å:
O -0.13519 0.07547 2.35647
C 0.01154 0.43021 1.25250
O 0.35356 -0.46347 0.30238
N 0.03062 -0.54912 -1.31678
O -0.40857 0.45658 -1.71121
O 0.38908 -1.51222 -1.91114
H -0.24104 1.56256 1.02778

Results
Frontier orbital gap, eV: 9.852
Net charge: 0
2S+1: 1

***

Quick one: least stable of them? *one*